[1]
Entry from OMol25: C43H56CuF5NP2SSeSi4Te as an isolated structure at a distorted geometry (ωB97M-V/def2-TZVPD).

The geometry in XYZ format:
```
115
Properties=species:S:1:pos:R:3:mulliken_spin:R:1
Cu 0.26080 0.92770 0.16260 0.059
C -6.17980 -1.42650 3.17620 0.000
S -4.95280 -1.80650 4.45640 0.000
C -4.08440 -3.21860 3.67190 0.000
C -2.70240 -2.82240 3.17360 0.000
C -2.79510 -1.75820 2.08250 0.001
N -1.49390 -1.36230 1.56500 -0.010
P -0.68460 0.08110 1.97770 0.004
C -1.94610 1.06090 2.84500 -0.016
C -2.33450 0.78880 4.15350 -0.001
C -3.33350 1.53830 4.74450 0.000
C -3.93970 2.57320 4.04930 0.000
C -3.54170 2.86280 2.75380 0.001
C -2.55270 2.10430 2.15590 0.003
C 0.35460 -0.42650 3.37690 -0.008
C 0.58220 -1.76910 3.64460 0.001
C 1.35950 -2.13320 4.72760 -0.001
C 1.94580 -1.15550 5.51450 0.000
C 1.76250 0.18690 5.21630 0.000
C 0.96940 0.55620 4.14740 0.001
P -0.93560 -1.88580 0.00930 0.045
C -1.61900 -3.58860 0.00020 -0.008
C -0.82060 -4.56270 0.59550 -0.004
C -1.21210 -5.88850 0.59480 0.002
C -2.40520 -6.25570 -0.01030 0.000
C -3.19250 -5.29450 -0.62150 0.000
C -2.80610 -3.96600 -0.61710 -0.001
C -2.08540 -1.01750 -1.11380 -0.017
C -1.91910 -1.23310 -2.48050 0.000
C -2.67110 -0.52070 -3.39470 -0.001
C -3.57730 0.43140 -2.95530 0.000
C -3.73430 0.66770 -1.60020 -0.002
C -2.98330 -0.04560 -0.68340 0.021
H -6.73740 -0.56570 3.52790 0.000
H -6.84400 -2.27680 3.05650 0.000
H -5.68390 -1.19210 2.23970 0.000
H -4.71600 -3.58060 2.86060 0.000
H -4.00480 -3.98910 4.43880 0.000
H -2.19480 -3.71220 2.78950 0.000
H -2.13020 -2.42800 4.01470 0.000
H -3.30570 -0.88570 2.50170 0.000
H -3.39440 -2.15000 1.25510 0.000
H -1.85720 -0.00810 4.70470 0.000
H -3.65160 1.30070 5.74870 0.000
H -4.71810 3.15840 4.51850 0.000
H -4.00500 3.67180 2.20970 0.000
H -2.23720 2.32200 1.14720 0.028
H 0.12900 -2.51530 3.00760 0.000
H 1.50440 -3.18030 4.95450 0.000
H 2.54920 -1.43840 6.36300 0.000
H 2.23520 0.94490 5.82180 0.000
H 0.80480 1.60200 3.91860 0.000
H 0.11850 -4.26810 1.04820 0.003
H -0.58710 -6.63930 1.05730 0.000
H -2.71470 -7.29120 -0.01590 0.000
H -4.11510 -5.57940 -1.10750 0.000
H -3.42260 -3.22070 -1.10160 -0.001
H -1.18850 -1.96030 -2.81090 -0.002
H -2.53660 -0.68780 -4.45220 0.000
H -4.15140 0.99830 -3.67220 0.000
H -4.44000 1.41370 -1.25970 0.000
H -3.10370 0.16620 0.37150 0.001
C 4.55490 3.60160 -1.62000 0.000
Si 4.77810 2.11370 -2.80420 0.032
C 6.57110 2.13290 -3.46990 0.002
C 3.54710 2.29550 -4.25160 -0.009
Si 4.52320 0.02300 -1.66470 0.040
Te 2.12790 -0.63620 -1.01320 0.655
Si 4.93160 -1.81380 -3.14860 0.015
C 3.74570 -1.70850 -4.64450 0.004
C 6.72960 -1.84820 -3.79430 0.002
C 4.57770 -3.45750 -2.23650 0.015
Si 5.94020 -0.12630 0.25090 0.015
C 7.75870 -0.09670 -0.33530 0.002
C 5.68330 -1.75870 1.21690 0.008
C 5.75120 1.31680 1.49850 -0.002
H 4.68790 4.55460 -2.12660 0.000
H 5.26630 3.56550 -0.80030 0.000
H 3.55710 3.59720 -1.19090 0.000
H 6.82150 3.04920 -3.99570 0.000
H 6.73310 1.30890 -4.15590 0.000
H 7.28120 2.01980 -2.65780 0.000
H 3.62600 3.25650 -4.75460 0.000
H 2.52740 2.19890 -3.88370 0.004
H 3.69650 1.51990 -4.99630 0.000
H 4.05420 -0.93700 -5.34220 0.000
H 2.74520 -1.46020 -4.30210 0.000
H 3.68240 -2.64260 -5.19560 0.001
H 6.96040 -0.94290 -4.34390 0.000
H 6.91280 -2.68830 -4.45710 0.000
H 7.43610 -1.91850 -2.97530 0.000
H 3.60790 -3.39790 -1.75140 0.007
H 5.31450 -3.64920 -1.46470 0.000
H 4.56750 -4.31510 -2.90210 0.003
H 7.95280 -0.90400 -1.03210 0.000
H 8.46030 -0.19710 0.48710 0.000
H 7.98450 0.83320 -0.84500 0.000
H 6.00460 -2.60810 0.62370 0.001
H 4.63390 -1.90600 1.45290 -0.002
H 6.24260 -1.77920 2.14790 0.001
H 6.10460 2.24770 1.06670 0.000
H 6.32230 1.14300 2.40660 0.000
H 4.71390 1.45890 1.78490 0.001
F -4.08570 5.84560 -2.03380 0.000
C -3.09800 4.93860 -2.04310 0.001
C -2.84010 4.18470 -3.18770 0.007
F -3.58370 4.36950 -4.28910 0.001
C -1.82630 3.24240 -3.18010 0.020
F -1.59900 2.50900 -4.27820 0.002
C -1.02940 3.02860 -2.05600 0.053
Se 0.28420 1.68610 -2.06330 0.036
C -1.30330 3.80350 -0.93380 -0.018
F -0.54680 3.63590 0.17620 -0.003
C -2.32570 4.73540 -0.90550 0.004
F -2.56820 5.44220 0.21180 0.000
```

Computed properties:
⟨S²⟩: 0.756
HOMO-LUMO gap (alpha / beta) in hartree: 0.2809 / 0.2029
Electronic energy in eV: -238783.7428
Spin multiplicity: 2
Highest occupied orbital energy (alpha / beta) in eV: -7.4346 / -7.3337
Lowest unoccupied orbital energy (alpha / beta) in eV: 0.210 / -1.812

***

[2]
Entry from OMol25: C43H56F3O5SSbSiTl as an isolated structure at a distorted geometry (ωB97M-V/def2-TZVPD).

The geometry in XYZ format:
```
111
Properties=species:S:1:pos:R:3:mulliken_charge:R:1
Tl 0.38021 0.98394 1.13115 0.751
C 2.37627 -4.25416 -0.62187 -1.251
C 1.09126 -4.75005 0.02720 1.441
C 0.29729 -5.51355 -1.08460 -1.674
C 1.18739 -5.64578 1.28784 -1.314
O 0.39577 -3.61486 0.47281 0.919
Si -1.02180 -2.94035 0.13349 -0.105
S -1.29712 -1.21244 1.36219 -0.919
O -2.30940 -3.94536 0.41839 0.001
C -3.36810 -4.17753 1.42662 1.629
C -4.36408 -3.00405 1.47388 -1.242
C -2.66700 -4.42100 2.73730 -1.402
C -4.09423 -5.44394 0.97388 -1.791
O -0.97989 -2.84759 -1.56342 -0.343
C -2.05423 -2.38447 -2.37669 2.111
C -1.47256 -2.26147 -3.79569 -1.682
C -2.68258 -1.11799 -1.85868 -1.165
C -3.07896 -3.48856 -2.42526 -1.734
H 3.01614 -5.00133 -1.09976 0.362
H 2.94215 -3.71613 0.11081 0.107
H 2.11528 -3.47797 -1.31045 0.266
H 0.80027 -6.46664 -1.29103 0.499
H 0.27036 -4.82911 -1.90544 0.377
H -0.70992 -5.71450 -0.80449 0.178
H 1.72744 -6.54737 1.04158 0.459
H 0.19316 -5.95603 1.68425 0.217
H 1.69224 -5.06147 2.06241 -0.006
H -3.83965 -2.16474 1.96398 0.256
H -5.24713 -3.47200 1.93505 0.503
H -4.60252 -2.68857 0.43280 0.118
H -2.29219 -3.48392 3.11036 0.293
H -1.76549 -5.02014 2.58130 0.004
H -3.29742 -4.90530 3.45099 0.580
H -4.61010 -5.19033 0.09218 0.439
H -4.82723 -5.73937 1.75149 0.442
H -3.32424 -6.14643 0.76889 0.344
H -0.71538 -1.47640 -3.77249 0.230
H -2.31373 -2.03809 -4.50375 0.373
H -0.98421 -3.26076 -4.06897 0.324
H -1.95660 -0.25996 -1.72134 -0.051
H -3.18735 -1.28673 -0.92460 -0.069
H -3.48379 -0.72239 -2.53560 0.521
H -2.55552 -4.42268 -2.61528 0.320
H -3.86478 -3.39556 -3.19134 0.455
H -3.62664 -3.66143 -1.56388 0.158
C 3.34920 0.22269 3.83543 -1.770
C 3.53055 -1.14138 3.15579 0.983
C 2.28472 -1.97860 3.21902 -0.896
C 4.15883 -1.17457 1.80483 0.436
C 5.27559 -1.93654 1.57968 -0.615
C 5.88517 -2.02933 0.36846 -1.272
C 5.27278 -1.37895 -0.72555 -0.681
C 4.08395 -0.62032 -0.59270 0.645
C 3.56064 0.05040 -1.84300 0.287
C 2.02005 0.08220 -1.99672 -0.721
C 4.13141 1.46095 -1.95425 -1.522
C 3.52154 -0.45819 0.73872 1.004
O 2.52730 0.33772 1.03223 -1.057
H 3.82179 0.14521 4.81807 0.413
H 2.33681 0.56972 4.06543 0.280
H 3.77486 0.99961 3.26977 0.370
H 4.30512 -1.70252 3.78197 0.515
H 2.51059 -3.04885 2.86558 -0.072
H 1.58134 -1.55645 2.56072 -0.178
H 1.88824 -2.19024 4.23137 0.430
H 5.69724 -2.41399 2.45573 0.311
H 6.79571 -2.58950 0.18968 0.329
H 5.63726 -1.38836 -1.80067 0.230
H 3.90372 -0.56817 -2.63766 0.560
H 1.56121 0.82142 -1.34067 -0.482
H 1.54822 -0.85978 -1.67752 -0.213
H 1.77635 0.35107 -3.02271 0.679
H 3.92638 2.10153 -1.10249 0.265
H 3.76779 1.91701 -2.85834 0.440
H 5.25440 1.33917 -1.99570 0.356
F 2.28397 7.89796 2.91062 -0.328
C 1.30331 7.15107 2.41965 0.383
C 0.34871 7.73955 1.62944 -0.522
C -0.66987 6.99392 1.02180 0.197
C -0.78861 5.66921 1.36187 -0.185
C 0.10379 5.13485 2.33867 -0.699
C 1.17864 5.83276 2.82024 -0.647
Sb -2.19744 4.35187 0.48328 1.052
C -3.12867 5.95676 -0.54133 -0.577
C -3.91648 6.76073 0.30605 -0.384
C -4.58905 7.88257 -0.19024 -0.597
C -4.45346 8.20485 -1.53405 0.509
F -5.08938 9.27633 -2.02318 -0.320
C -3.68408 7.42255 -2.38411 -0.636
C -2.97118 6.28809 -1.86261 0.063
C -0.99216 3.77990 -1.25733 -0.017
C 0.21943 4.37325 -1.61791 -0.317
C 0.92615 3.89020 -2.68298 -0.501
C 0.39232 2.84972 -3.43924 0.387
F 1.02250 2.43136 -4.52394 -0.450
C -0.77635 2.25850 -3.13115 -0.189
C -1.49644 2.71169 -2.01274 -1.028
H 0.48676 8.79069 1.38220 0.367
H -1.40903 7.42792 0.29993 0.195
H -0.12790 4.13111 2.64609 0.415
H 1.92943 5.34413 3.41050 0.481
H -3.92231 6.51127 1.34925 0.380
H -5.33766 8.45675 0.43697 0.306
H -3.48185 7.77048 -3.42115 0.332
H -2.38450 5.71481 -2.51765 0.518
H 0.56762 5.20473 -1.07494 0.653
H 1.82583 4.45992 -2.98136 0.371
H -1.20233 1.41828 -3.65482 0.420
H -2.41859 2.24623 -1.64415 0.398
O 0.03011 -4.39154 4.95535 -0.041
C 0.83852 -5.16087 4.90226 0.029
```

Computed properties:
HOMO-LUMO gap in hartree: 0.2407
Electronic energy in eV: -93838.9509
Net charge: -1
Highest occupied orbital energy in eV: -4.4041
Lowest unoccupied orbital energy in eV: 2.146